--- a ---
C6H14N2 | ωB97M-V/def2-TZVPD

Calculated values
Spin multiplicity ... 1
Gap between HOMO and LUMO (alpha / beta) ... 8.87 / 8.87 eV

The geometry in XYZ format:
```
22
C6H14N2 (ωB97M-V/def2-TZVPD)
N -1.838 -0.250 -0.961
N -0.551 0.368 0.396
C 0.682 -0.255 0.034
C 0.608 -1.667 0.695
C -0.569 1.808 0.528
C 1.909 0.520 0.576
C -2.989 -0.338 -0.485
C 0.917 -0.495 -1.484
H 1.802 0.780 1.600
H 1.660 -1.886 0.779
H -3.396 -0.162 0.505
H 1.741 -1.170 -1.535
H 0.053 -2.359 0.144
H 2.781 -0.151 0.477
H -0.047 2.499 -0.227
H -1.644 2.178 0.704
H 1.857 1.453 0.047
H 0.046 -1.555 1.736
H 0.072 -1.079 -1.797
H -3.847 -0.544 -1.182
H 1.013 0.224 -2.128
H -0.261 2.082 1.580
```

=====

--- b ---
C6H14N2 | ωB97M-V/def2-TZVPD

Calculated values
Spin multiplicity ... 1
SMILES ... CC(C)=C(C)N(C)N
Gap between HOMO and LUMO ... 8.51 eV

The geometry in XYZ format:
```
22
C6H14N2 (ωB97M-V/def2-TZVPD)
N 1.899 -0.802 0.841
N 1.475 -0.225 -0.531
C -0.228 -1.941 -0.752
C 1.848 1.138 -0.780
C -0.680 1.559 0.921
C -0.881 0.296 0.136
C -2.321 -0.123 0.009
C 0.110 -0.560 -0.240
H -0.831 -2.492 -0.032
H -2.524 -0.602 -0.948
H 1.040 1.616 -1.342
H 0.684 -2.498 -0.954
H -1.240 1.505 1.861
H -2.605 -0.831 0.795
H 0.349 1.781 1.193
H -0.786 -1.870 -1.685
H -1.059 2.421 0.369
H 2.254 -1.721 0.603
H 1.639 -0.254 1.659
H 2.044 1.751 0.109
H 2.793 1.113 -1.327
H -2.981 0.740 0.096
```

=====

--- c ---
C6H14N2 | ωB97M-V/def2-TZVPD

Calculated values
Spin multiplicity ... 1
SMILES ... C=CC[C@H](N)CNC
Gap between HOMO and LUMO ... 9.43 eV

The geometry in XYZ format:
```
22
C6H14N2 (ωB97M-V/def2-TZVPD)
N 0.676 -1.225 -0.891
N 0.262 0.445 2.439
C -1.986 1.571 -1.031
C -0.663 1.696 -1.039
C 0.217 1.565 0.184
C 0.014 0.291 1.024
C 0.835 -0.881 0.522
C 0.568 -2.635 -1.190
H 1.184 0.805 2.634
H -0.045 -0.644 -1.291
H -0.447 0.875 3.005
H 0.731 -1.705 1.229
H -0.203 2.137 -1.910
H 1.879 -0.541 0.631
H -0.438 -3.032 -1.347
H 1.008 -3.234 -0.391
H 1.250 1.651 -0.172
H -2.594 1.513 -0.135
H -1.058 0.129 0.916
H 1.206 -2.885 -2.043
H 0.140 2.459 0.811
H -2.539 1.645 -1.957
```

=====

--- d ---
C6H14N2 | ωB97M-V/def2-TZVPD

Calculated values
Spin multiplicity ... 1
SMILES ... CC1(C)NN1.C=CC
Gap between HOMO and LUMO ... 10.18 eV

The geometry in XYZ format:
```
22
C6H14N2 (ωB97M-V/def2-TZVPD)
N 0.848 -0.290 -1.522
N 2.223 0.086 -1.406
C 1.549 0.202 -0.169
C -2.285 0.859 0.767
C 1.426 1.596 0.383
C -2.228 0.096 -0.311
C -2.035 -1.385 -0.302
C 1.514 -0.914 0.844
H 0.335 0.518 -1.873
H 1.765 2.335 -0.343
H -1.908 -1.762 0.711
H 1.578 -1.881 0.350
H -2.068 0.467 1.751
H 2.016 1.710 1.291
H 0.581 -0.885 1.405
H 2.860 -0.700 -1.518
H -2.412 1.928 0.704
H 0.382 1.812 0.618
H 2.341 -0.798 1.548
H -1.151 -1.641 -0.892
H -2.893 -1.883 -0.756
H -2.437 0.530 -1.283
```

=====

The structure with the least stability is a.

=====

--- a ---
C6H14N2 | ωB97M-V/def2-TZVPD

Calculated values
Spin multiplicity ... 1
SMILES ... [H]/N=C/CC.C=C(C)N
Gap between HOMO and LUMO ... 8.89 eV

The geometry in XYZ format:
```
22
C6H14N2 (ωB97M-V/def2-TZVPD)
N 0.634 1.294 -2.026
N -1.212 -1.796 1.558
C -0.144 1.084 -0.854
C 0.144 1.835 0.272
C 1.306 -0.460 1.602
C -0.364 -2.089 0.665
C 0.867 -1.287 0.470
C -1.578 0.726 -1.173
H -2.057 -2.363 1.508
H -0.569 -2.800 -0.148
H -2.171 0.661 -0.265
H -0.651 2.104 0.950
H -2.029 1.472 -1.826
H 0.984 2.516 0.268
H 0.467 -0.399 -0.354
H 1.599 1.526 -1.834
H 2.367 -0.224 1.589
H 0.788 0.612 1.372
H 1.654 -1.868 -0.010
H -1.622 -0.254 -1.659
H 1.016 -0.821 2.583
H 0.571 0.531 -2.688
```

=====

--- b ---
C6H14N2 | ωB97M-V/def2-TZVPD

Calculated values
Spin multiplicity ... 1
SMILES ... CC/C(=C\N)CCN
Gap between HOMO and LUMO ... 8.58 eV

The geometry in XYZ format:
```
22
C6H14N2 (ωB97M-V/def2-TZVPD)
N -1.401 -0.207 -2.509
N 0.642 2.575 0.174
C 1.298 -0.274 1.060
C -0.830 -0.915 -0.146
C 0.108 0.170 0.229
C -0.093 1.437 -0.158
C -1.144 -1.335 -1.650
C 1.028 -0.353 2.565
H 0.370 3.428 -0.281
H 1.641 2.485 0.267
H -0.366 -2.041 -1.986
H -1.836 -0.794 0.286
H 1.838 0.202 3.047
H -2.005 -1.984 -1.523
H 1.597 -1.249 0.675
H -1.949 -0.366 -3.338
H -0.502 0.170 -2.809
H 2.116 0.415 0.814
H 0.160 0.226 2.897
H -0.575 -1.883 0.304
H -0.915 1.654 -0.820
H 0.816 -1.361 2.903
```

=====

The structure with the least stability is a.

=====

--- a ---
C6H16N2 | ωB97M-V/def2-TZVPD

Calculated values
Spin multiplicity ... 1
Gap between HOMO and LUMO ... 5.21 eV

The geometry in XYZ format:
```
24
C6H16N2 (ωB97M-V/def2-TZVPD)
N -1.211 0.359 -0.292
N 2.502 0.426 -0.434
C 1.611 0.183 2.311
C -2.659 -0.930 -1.696
C 0.241 0.044 1.734
C 0.144 0.497 0.263
C -1.472 -1.002 -0.689
C 1.197 -0.052 -0.739
H -0.119 -0.987 1.868
H -1.473 3.184 -1.715
H 0.342 1.581 0.353
H -0.543 0.672 2.143
H 2.978 0.605 -1.322
H -2.996 -1.849 -2.184
H 1.222 -1.132 -0.548
H -1.852 -1.464 0.262
H 1.850 0.170 3.416
H 2.342 -0.516 1.857
H -1.564 2.635 -2.224
H -3.465 -0.508 -1.065
H 0.813 0.275 -1.727
H -2.517 -0.178 -2.462
H 1.931 1.200 2.061
H -0.629 -1.577 -1.050
```

=====

--- b ---
C6H16N2 | ωB97M-V/def2-TZVPD

Calculated values
Spin multiplicity ... 1
Gap between HOMO and LUMO ... 3.22 eV

The geometry in XYZ format:
```
24
C6H16N2 (ωB97M-V/def2-TZVPD)
N 3.027 -1.237 0.382
N -1.868 -0.048 0.462
C -3.189 -0.819 0.413
C -0.872 -0.963 0.755
C 2.187 -2.089 -0.141
C -1.394 0.861 -0.711
C 2.306 1.443 0.180
C 1.428 1.995 -0.808
H 1.516 2.844 -1.523
H 1.997 0.381 0.283
H -3.865 -0.166 -0.123
H -1.404 1.865 -0.364
H -3.574 -0.970 1.449
H 1.323 -2.503 0.519
H -0.548 -1.703 -0.073
H 0.438 2.029 -0.297
H 2.364 -2.306 -1.189
H 2.284 1.977 1.141
H 3.407 1.387 -0.033
H 0.091 -0.387 0.684
H -1.091 -1.595 1.637
H 0.681 1.195 -1.064
H -2.229 0.539 -1.378
H -3.015 -1.731 -0.204
```

=====

The structure with the least stability is b.

=====

--- a ---
C6H14N2O | ωB97M-V/def2-TZVPD

Calculated values
Spin multiplicity ... 1
SMILES ... C=C(N(C)C)N(C)CO
Gap between HOMO and LUMO ... 9.07 eV

The geometry in XYZ format:
```
23
C6H14N2O (ωB97M-V/def2-TZVPD)
O 2.437 -1.075 0.321
N -0.138 0.536 -1.082
N 0.383 -0.490 0.970
C 0.296 -0.496 -2.010
C -0.866 1.610 -1.723
C -1.886 0.262 0.564
C -0.623 0.086 0.158
C 1.775 0.029 0.862
C -0.007 -0.930 2.301
H 0.847 -1.427 2.754
H 2.159 0.295 1.861
H -0.831 -1.642 2.228
H -0.230 2.049 -2.494
H -2.200 0.103 1.579
H -1.801 1.270 -2.199
H 0.973 -1.184 -1.513
H -1.101 2.384 -0.990
H -0.554 -1.053 -2.427
H -2.628 0.688 -0.088
H 0.836 -0.021 -2.830
H 1.663 -1.748 0.666
H 1.809 0.853 0.145
H -0.313 -0.098 2.947
```

=====

--- b ---
C6H14N2O | ωB97M-V/def2-TZVPD

Calculated values
Spin multiplicity ... 1
SMILES ... C=C[C@@H](N)N(C)C.C=O
Gap between HOMO and LUMO ... 8.38 eV

The geometry in XYZ format:
```
23
C6H14N2O (ωB97M-V/def2-TZVPD)
O -2.877 0.001 0.500
N -0.874 1.490 -0.783
N 1.142 1.042 0.281
C 2.398 0.329 0.328
C 0.182 0.573 -0.653
C -0.263 -1.067 -0.343
C -0.178 -1.959 -1.327
C 0.642 1.480 1.573
C -2.525 -1.138 0.228
H 1.419 2.074 2.055
H 2.730 0.114 -0.687
H -0.210 2.133 1.404
H -2.756 -1.616 -0.736
H 0.713 0.455 -1.608
H -0.875 1.907 -1.705
H -2.206 -1.812 1.040
H 2.312 -0.639 0.840
H -1.807 1.141 -0.569
H 3.141 0.952 0.825
H -0.347 -1.664 -2.357
H -0.054 -1.420 0.665
H 0.334 0.650 2.219
H -0.040 -3.026 -1.188
```

=====

The structure with the least stability is b.

=====

--- a ---
C6H14N2O | ωB97M-V/def2-TZVPD

Calculated values
Spin multiplicity ... 1
SMILES ... C/C(N)=N\O.C/C=C\C
Gap between HOMO and LUMO ... 9.19 eV

The geometry in XYZ format:
```
23
C6H14N2O (ωB97M-V/def2-TZVPD)
O -0.235 -0.028 -2.893
N 1.811 1.598 -0.536
N 0.910 0.194 -2.116
C 0.775 1.244 -1.361
C -1.268 -1.214 0.806
C -0.789 -0.306 1.671
C -0.466 2.108 -1.340
C 0.535 -0.326 2.362
C -0.606 -2.469 0.339
H -0.575 2.605 -2.308
H 1.260 -0.989 1.884
H 2.475 0.840 -0.410
H -0.398 2.869 -0.559
H 0.409 -0.633 3.404
H 0.966 0.681 2.355
H -1.179 -3.336 0.684
H -1.349 1.490 -1.149
H 1.559 2.063 0.327
H -2.258 -1.039 0.385
H -0.582 -2.491 -0.755
H 0.419 -2.580 0.698
H 0.010 -0.827 -3.394
H -1.423 0.548 1.908
```

=====

--- b ---
C6H14N2O | ωB97M-V/def2-TZVPD

Calculated values
Spin multiplicity ... 1
Gap between HOMO and LUMO ... 7.63 eV

The geometry in XYZ format:
```
23
C6H14N2O (ωB97M-V/def2-TZVPD)
O -1.947 0.689 1.147
N 0.042 -0.576 0.266
N 0.147 -1.714 -0.596
C 0.338 -0.903 1.674
C 1.559 0.513 -1.435
C 0.732 0.699 -0.332
C 1.185 1.669 0.746
C -2.304 -0.296 -1.040
C -1.503 0.261 0.104
H 1.028 -1.632 -1.107
H -2.579 -1.331 -0.820
H 1.528 2.578 0.253
H -0.537 1.152 -0.570
H -3.217 0.293 -1.110
H 1.256 -0.086 -2.283
H -1.761 -0.294 -1.981
H -0.198 -1.815 1.938
H 0.196 -2.566 -0.050
H 2.013 1.269 1.331
H 1.410 -1.048 1.793
H 0.369 1.938 1.416
H -0.014 -0.107 2.323
H 2.256 1.306 -1.665
```

=====

--- c ---
C6H14N2O | ωB97M-V/def2-TZVPD

Calculated values
Spin multiplicity ... 1
SMILES ... CC=C(C)C.NC(N)=O
Gap between HOMO and LUMO ... 9.16 eV

The geometry in XYZ format:
```
23
C6H14N2O (ωB97M-V/def2-TZVPD)
O -0.016 -0.802 2.330
N -1.931 -1.422 1.237
N -1.331 0.819 1.412
C 0.498 0.600 -0.846
C -0.936 -0.518 1.583
C 1.690 1.109 -0.092
C -0.290 1.612 -1.623
C 0.229 -0.720 -0.921
C 1.201 -1.784 -0.510
H 2.606 0.824 -0.612
H -1.183 1.164 -2.053
H -1.735 -2.382 1.470
H -2.143 1.014 0.848
H 1.450 -1.681 0.546
H -0.598 2.440 -0.982
H 0.330 2.032 -2.418
H -0.593 -1.040 -1.549
H -0.664 1.496 1.749
H -2.896 -1.135 1.255
H 0.770 -2.771 -0.658
H 1.670 2.193 -0.005
H 1.733 0.663 0.901
H 2.140 -1.712 -1.062
```

=====

--- d ---
C6H14N2O | ωB97M-V/def2-TZVPD

Calculated values
Spin multiplicity ... 1
Gap between HOMO and LUMO ... 7.69 eV

The geometry in XYZ format:
```
23
C6H14N2O (ωB97M-V/def2-TZVPD)
O -1.133 -1.129 1.728
N -1.485 1.262 -0.584
N -0.637 0.098 -0.354
C 0.767 0.411 -0.752
C 1.185 0.192 -2.040
C -0.221 1.049 2.096
C 1.597 -0.881 0.789
C -0.510 -0.192 1.302
C -1.177 -1.131 -1.001
H 1.563 -1.134 1.853
H -2.450 0.945 -0.639
H -2.170 -1.328 -0.603
H 2.081 0.703 -2.366
H 0.149 0.740 3.072
H 1.499 -1.809 0.226
H 0.492 1.712 1.617
H 1.065 1.336 -0.282
H -0.539 -1.970 -0.744
H -1.162 1.587 2.237
H 0.914 -0.690 -2.603
H -1.203 1.622 -1.495
H 2.565 -0.413 0.619
H -1.188 -0.981 -2.076
```

=====

The structure with the least stability is d.